1.
C30H50O30 | ωB97M-V with the def2-TZVPD basis set

XYZ file:
```
110
Properties=species:S:1:pos:R:3
O -0.70628 4.63180 -5.88078
O -5.43736 -6.53872 -2.25743
O 3.77980 8.64386 -3.75134
O -5.26549 -5.77326 -0.07179
O 4.34043 -1.00408 -3.05053
O -2.00831 -0.98409 0.69494
O -1.30871 0.14111 2.62306
O 5.11489 -7.55702 1.61738
O -7.22742 3.98561 9.04410
O -7.79267 5.56966 0.38364
O 5.43891 7.15506 -3.65207
O -6.95996 -6.95940 -0.62046
O 0.79119 -2.10937 9.58120
O 0.54018 -4.01152 -9.29447
O -8.75077 6.84375 -1.25846
O 5.77724 -7.64517 3.74255
O 1.40331 4.15836 -6.70225
O 5.84024 -2.44535 -3.72127
O -5.58827 2.80708 9.05018
O 4.66592 -5.95729 3.16785
O 2.33867 -1.71682 11.18655
O 3.33850 6.86958 -2.68342
O -6.89324 7.44114 -0.29077
O 5.54254 -0.67262 -4.99493
O -5.97245 4.04146 7.19610
O 2.84816 -4.04155 -9.48594
O -1.33557 1.04336 0.45071
O -0.07115 5.09510 -7.98655
O 1.98226 -4.51264 -7.66001
O 0.11496 -1.99987 11.59121
C 1.02568 -4.42058 -6.64461
C 6.48504 -1.48282 -5.72698
C -6.50814 5.51037 1.01931
C 5.22333 -1.30026 -3.85663
C 1.10160 5.15568 -8.74042
C -4.40831 2.19734 8.52277
C 2.08237 4.87281 -7.69323
C 1.71658 -2.29697 8.51869
C 0.24822 -2.49006 12.83588
C 4.53753 9.45541 -4.65198
C 5.88327 -9.13398 3.82771
C 1.19182 -1.98116 10.85396
C 6.65776 -2.61346 -4.80715
C -6.83377 -7.23348 0.70721
C -1.82421 -0.81293 -0.77315
C 1.67625 -4.11745 -8.82803
C 4.43270 -4.80955 2.31473
C -5.76802 -6.28246 1.18826
C 5.13728 -7.08886 2.75001
C 4.30805 7.57669 -3.36784
C 2.91212 -3.44849 -10.75607
C -5.86897 6.75619 0.48150
C -1.55342 0.04966 1.37203
C 3.66385 5.65002 -2.06377
C -8.27442 4.81429 8.62816
C -6.18960 3.76511 8.34010
C -5.83535 -6.38292 -1.08769
C 0.12012 4.58406 -6.80320
C -1.63302 0.69504 -0.83448
C -7.99818 6.66378 -0.34889
H -3.92253 1.50358 9.20892
H -6.52805 -8.24566 0.97205
H 1.92468 -1.34598 8.02839
H 1.15665 4.34049 -9.46189
H -5.93341 4.60016 0.84817
H -2.73318 -1.23933 -1.19749
H -7.78793 -6.93879 1.14407
H 2.26089 -2.58532 -10.89367
H 6.47556 -9.44371 2.96669
H 4.86667 -5.02721 1.33882
H -6.64087 5.60502 2.09705
H -0.83377 0.93070 -1.53716
H -9.17870 4.48483 9.13986
H -4.97148 -6.79982 1.72301
H -5.38546 7.41549 1.20236
H 6.28691 -9.50458 4.76996
H 1.31709 6.16113 -9.10199
H 3.95305 10.34275 -4.89514
H -8.68259 4.67057 7.62774
H 1.20191 -2.22783 13.29391
H 0.30958 -3.61923 -6.82668
H 2.97992 4.33354 -7.99603
H 2.64797 -4.22154 -11.47769
H -8.15705 5.84609 8.95938
H -2.48945 1.23822 -1.23395
H 5.50228 9.82889 -4.30867
H 6.00760 -1.82883 -6.64373
H 3.04373 4.80770 -2.37045
H -4.45692 1.54427 7.65144
H 4.88412 8.94027 -5.54786
H 1.53819 -4.42411 -5.68263
H -6.32658 -5.55209 1.77364
H -3.77684 2.99745 8.13654
H 0.03196 -3.55746 12.88064
H 1.38542 -3.04812 7.80160
H 4.67952 5.25976 -1.99891
H 5.05354 -4.04312 2.77866
H -4.97596 6.51309 -0.09429
H 4.87863 -9.55084 3.75675
H 0.33962 -5.22602 -6.38253
H 3.44015 -4.42259 2.08406
H -0.54458 -2.10401 13.47662
H 2.49707 5.75549 -7.20639
H 3.22441 5.65405 -1.06628
H 3.88377 -3.03138 -11.02067
H 7.68973 -2.79374 -4.50610
H 6.36066 -3.51807 -5.33772
H 2.73042 -2.57487 8.80680
H -0.90361 -1.28071 -1.12213
H 7.42981 -0.96766 -5.90051
```

SMILES	COC(=O)OC.COC(=O)OC.COC(=O)OC.COC(=O)OC.COC(=O)OC.O=C1OCCO1.O=C1OCCO1.O=C1OCCO1.O=C1OCCO1.O=C1OCCO1
energy above the lowest of the compared OMol25 structures with the same formula, charge and spin	155.5	kcal per mole
HOMO-LUMO gap	10.521	eV
E_HOMO	-10.395	eV


2.
C39H44F6N4P | ωB97M-V with the def2-TZVPD basis set

XYZ file:
```
94
Properties=species:S:1:pos:R:3
P -0.24882 2.11713 -1.82431
F 5.71145 5.35852 5.74222
F -6.31529 -0.43589 6.56561
F -7.34771 1.42818 5.99602
F 3.51654 5.53153 5.75671
F 4.61564 5.27359 7.65124
F -5.14832 1.31991 5.93423
N 0.54926 3.51080 -2.47655
N -1.70907 2.58748 -2.63349
N -4.99923 -0.48935 3.98093
N 4.26712 3.16135 4.69964
C 7.46175 3.21831 2.81389
C -2.64774 -0.09666 3.78585
C -4.28936 -3.81695 5.46429
C -5.00227 -4.12621 3.16638
C -4.13189 2.39877 -2.86667
C -4.21422 1.41760 2.68779
C 4.45278 3.40327 6.13816
C -2.65850 1.13870 -4.40761
C 6.95982 0.92726 3.43247
C -4.53631 -4.65570 4.37326
C -2.80708 1.64884 -2.97050
C -5.21287 -2.76074 3.04464
C 2.68773 2.68507 -1.63796
C 0.66272 2.52442 4.23742
C -0.29107 4.27932 -3.25044
C 1.62169 3.41879 2.18909
C 2.43492 3.23467 -4.06103
C -0.74282 2.70540 2.16099
C 2.01970 3.62290 -2.63773
C 7.81247 1.86553 2.84157
C -4.88569 -1.90124 4.11201
C -3.97556 0.27238 3.47641
C 0.49368 2.85792 2.85816
C -1.59364 0.69262 3.38036
C 4.57199 4.88398 6.35462
C 5.77972 1.34473 4.02450
C 2.86482 3.45916 2.78440
C 3.01450 3.08427 4.13778
C -4.46681 -2.44666 5.33686
C 1.89050 2.65020 4.86574
C -1.55969 3.75940 -3.33981
C -1.80811 1.86209 2.59195
C -6.30670 0.61954 5.67943
C 2.41951 5.07777 -2.40741
C 5.42041 2.70599 4.00130
C -6.30861 0.10265 4.26778
C 6.26951 3.63823 3.38106
C -3.15135 2.16874 2.23160
C -2.74823 0.47513 -1.99741
H -5.23969 1.66825 2.41188
H -6.51648 0.92431 3.58124
H -3.59521 -0.18781 -2.21183
H 2.45240 1.63426 -1.85469
H 1.50907 3.80413 1.17446
H 2.00610 2.36300 5.90984
H -4.37633 -5.72886 4.46762
H -2.48257 -1.00082 4.36851
H 5.09032 0.64781 4.50580
H -4.95370 1.69092 -3.01837
H 0.07116 5.20062 -3.69897
H -4.28465 -1.76507 6.16648
H -1.82378 -0.10475 -2.11995
H -5.60025 -2.31158 2.12742
H 3.51184 5.15438 -2.42733
H -2.40420 4.18589 -3.87509
H -4.25065 2.86795 -1.88426
H 8.11707 3.95463 2.35754
H -2.71458 1.96178 -5.12909
H 8.75042 1.53581 2.39905
H -3.34976 3.05421 1.62655
H 7.21718 -0.13017 3.44075
H 3.52480 3.31900 -4.16151
H -0.91521 3.34041 1.29856
H -7.05633 -0.69486 4.17900
H 2.39469 2.90759 -0.60470
H 1.98034 3.89985 -4.80398
H 2.06036 5.44491 -1.43990
H 2.03017 5.73405 -3.19320
H -0.58542 0.40786 3.68357
H 2.15228 2.20137 -4.28868
H 3.75526 3.78873 2.24829
H 5.96641 4.68377 3.36812
H 3.77393 2.81482 -1.72241
H -5.20947 -4.78047 2.32093
H -4.22034 3.17399 -3.63515
H -2.82434 0.80819 -0.95495
H 5.39506 2.92525 6.43239
H -0.50640 2.52478 -0.38986
H -1.70970 0.60907 -4.54475
H -3.96066 -4.21537 6.41851
H 3.60742 3.01561 6.70740
H -3.47435 0.44033 -4.63522
H -0.18590 2.18570 4.82949
```

net charge	+1
energy above the lowest of the compared OMol25 structures with the same formula, charge and spin	0.0	kcal per mole
HOMO-LUMO gap	3.830	eV
E_HOMO	-8.471	eV